61
Properties=species:S:1:pos:R:3 method="wB97M-V/def2-TZVPD" e_homo_ev="-0.237 / -0.229" charge=-2 gap_ev="4.25 / 4.24" e_above_lowest_kj_mol=34.25
Ti -0.266 -2.517 0.166
O 0.088 -5.446 -2.716
C -0.280 -4.652 -1.854
O 0.466 -3.716 -1.319
C -1.656 -4.566 -1.325
C -2.760 -5.264 -1.735
C -4.044 -4.879 -1.318
C -4.162 -3.679 -0.616
C -3.039 -2.988 -0.218
N -1.772 -3.508 -0.440
C -2.968 -1.561 0.145
O -3.930 -0.810 0.260
O -1.705 -1.154 0.211
H -2.605 -6.087 -2.423
H -4.920 -5.433 -1.626
H -5.127 -3.228 -0.417
C 3.871 1.212 1.879
C 2.397 1.091 2.140
C 1.601 2.177 2.482
C 0.250 1.988 2.714
C -0.264 0.706 2.560
Br -2.097 0.434 2.957
N 0.450 -0.330 2.171
C 1.761 -0.135 2.006
H 4.342 1.898 2.586
H 4.057 1.595 0.872
H 4.349 0.236 1.969
H 2.036 3.167 2.579
H -0.399 2.798 3.014
H 2.339 -1.017 1.754
Se -0.594 -3.795 2.493
Se -0.182 -2.726 4.442
Te 3.386 -3.350 2.990
Se 1.651 -4.179 1.390
C -0.239 4.915 0.319
C -0.304 4.566 -1.163
N -0.057 3.150 -1.420
C -1.227 2.342 -1.775
C -2.212 2.168 -0.629
C 1.232 2.739 -1.310
O 2.140 3.547 -1.124
C 1.573 1.279 -1.354
C 2.825 0.908 -1.837
C 3.205 -0.420 -1.795
C 2.332 -1.351 -1.251
N 1.152 -0.988 -0.753
C 0.776 0.291 -0.803
H -0.429 5.980 0.467
H 0.752 4.684 0.708
H -0.975 4.346 0.886
H 0.434 5.153 -1.711
H -1.292 4.795 -1.567
H -0.888 1.382 -2.157
H -1.717 2.850 -2.613
H -1.713 1.819 0.275
H -2.975 1.426 -0.856
H -2.702 3.116 -0.392
H 3.484 1.677 -2.219
H 4.169 -0.742 -2.163
H 2.561 -2.409 -1.192
H -0.181 0.496 -0.344


50
Properties=species:S:1:pos:R:3 method="wB97M-V/def2-TZVPD" e_homo_ev=1.320 multiplicity=2 charge=-2 gap_ev=3.25 e_above_lowest_kj_mol=13.01
Ce -0.153 -1.039 -0.718
C -3.901 -3.002 1.916
C -3.746 -2.522 3.202
C -2.617 -1.797 3.534
C -1.635 -1.565 2.561
N -1.808 -2.023 1.321
C -2.900 -2.713 1.002
C -0.391 -0.768 2.831
C -0.072 -0.404 4.145
C 1.035 0.394 4.389
C 1.798 0.846 3.314
C 1.474 0.457 2.022
C 0.388 -0.385 1.738
H -4.776 -3.556 1.605
H -4.511 -2.695 3.952
H -2.503 -1.390 4.528
H -2.984 -3.015 -0.034
H -0.667 -0.738 4.988
H 1.285 0.678 5.405
H 2.639 1.511 3.483
H 2.068 0.853 1.201
C 2.463 1.799 -4.003
C 1.292 1.324 -3.177
C 0.074 1.112 -4.052
C 1.549 0.389 -2.002
C 1.111 1.869 -1.784
C -0.289 2.103 -1.259
C -0.510 2.852 -0.125
C 0.494 3.572 0.549
C 1.767 3.600 -0.098
C 2.067 2.881 -1.215
H 2.685 1.063 -4.789
H 3.365 1.923 -3.405
H 2.253 2.760 -4.497
H 0.346 0.522 -4.939
H -0.349 2.066 -4.398
H -0.732 0.574 -3.555
H 2.628 0.294 -1.825
H -1.141 1.674 -1.779
H -1.535 2.909 0.244
H 0.287 4.152 1.440
H 2.544 4.252 0.304
H 3.055 2.974 -1.653
N -3.657 -0.927 -2.048
C -2.545 -0.935 -1.711
C 0.960 -4.414 -1.323
O 0.518 -3.105 -1.239
H 1.602 -4.692 -0.475
H 1.545 -4.586 -2.236
H 0.128 -5.133 -1.338


58
Properties=species:S:1:pos:R:3 method="wB97M-V/def2-TZVPD" e_homo_ev="-14.549 / -14.570" multiplicity=4 charge=+2 gap_ev="6.86 / 7.70"
Mn -0.356 0.395 -0.814
Cl -0.331 2.865 -1.050
C -2.054 2.425 -0.918
C -2.271 1.103 -0.621
C -3.583 0.717 -0.414
Cl -3.985 -0.873 0.135
C -4.624 1.642 -0.582
Cl -6.238 1.158 -0.340
C -4.351 2.967 -0.938
Cl -5.616 4.082 -1.157
C -3.030 3.386 -1.092
Cl -2.618 4.992 -1.470
C 3.771 1.245 -1.884
C 4.148 0.031 -2.450
C 3.275 -1.040 -2.422
C 2.030 -0.882 -1.838
N 1.656 0.308 -1.325
C 2.513 1.346 -1.342
C 1.032 -1.945 -1.651
C 1.246 -3.279 -1.970
C 0.281 -4.237 -1.681
C -0.900 -3.867 -1.061
C -1.143 -2.530 -0.732
C -0.177 -1.617 -1.051
H 4.435 2.098 -1.872
H 5.124 -0.079 -2.905
H 3.562 -1.992 -2.846
H 2.178 2.270 -0.891
H 2.175 -3.582 -2.436
H 0.464 -5.274 -1.929
H -1.646 -4.613 -0.816
H -2.055 -2.255 -0.235
C -1.262 1.802 3.176
N -0.086 0.941 3.288
C 0.209 0.452 4.643
C 0.461 0.368 2.205
N -0.314 0.251 1.107
N 1.737 -0.038 2.272
C 2.254 -1.199 1.557
C 2.724 0.645 3.116
H -1.235 2.534 3.980
H -2.190 1.230 3.270
H -1.252 2.335 2.229
H -0.733 0.203 5.131
H 0.721 1.207 5.238
H 0.817 -0.445 4.597
H -1.290 0.244 1.371
H 2.954 -0.902 0.779
H 1.435 -1.771 1.137
H 2.790 -1.830 2.267
H 2.338 1.604 3.445
H 3.618 0.815 2.516
H 2.996 0.042 3.981
Cl -1.474 -2.238 -4.231
C -2.084 -0.702 -3.749
Cl -0.753 0.465 -3.237
H -2.758 -0.787 -2.903
H -2.534 -0.190 -4.591


54
Properties=species:S:1:pos:R:3 method="wB97M-V/def2-TZVPD" e_homo_ev=-8.397 gap_ev=8.96 e_above_lowest_kj_mol=44.76
C 7.234 -1.346 1.154
C 6.874 -0.827 2.543
O 5.678 -1.393 3.043
C 4.478 -0.983 2.553
C 3.368 -1.695 3.011
C 2.095 -1.372 2.592
C 1.895 -0.310 1.713
N 0.621 0.072 1.238
C -0.523 -0.225 2.072
C -1.755 0.618 1.735
O -2.870 0.146 1.826
N -1.496 1.909 1.466
C -2.554 2.793 1.003
C -2.802 2.611 -0.472
C -2.098 3.352 -1.410
C -2.268 3.126 -2.763
C -3.149 2.142 -3.177
Cl -3.359 1.840 -4.866
C -3.867 1.395 -2.258
C -3.688 1.634 -0.908
S 0.368 -0.177 -0.425
O 1.648 -0.371 -1.035
O -0.435 0.913 -0.897
C -0.578 -1.690 -0.512
C 0.064 -2.881 -0.232
C -0.668 -4.057 -0.258
C -2.021 -4.021 -0.560
C -2.648 -2.818 -0.845
C -1.923 -1.638 -0.819
C 2.996 0.411 1.270
C 4.275 0.077 1.674
H 8.177 -0.912 0.834
H 6.462 -1.090 0.432
H 7.334 -2.428 1.180
H 6.816 0.268 2.549
H 7.637 -1.134 3.264
H 3.532 -2.512 3.696
H 1.259 -1.952 2.951
H -0.251 0.002 3.109
H -0.832 -1.278 2.022
H -0.559 2.125 1.158
H -3.451 2.533 1.571
H -2.258 3.820 1.229
H -1.402 4.111 -1.084
H -1.714 3.697 -3.491
H -4.551 0.632 -2.598
H -4.229 1.047 -0.180
H 1.119 -2.870 -0.007
H -0.185 -4.998 -0.041
H -2.589 -4.939 -0.576
H -3.700 -2.797 -1.081
H -2.372 -0.681 -1.033
H 2.841 1.229 0.585
H 5.101 0.660 1.299


Please write out number 1 again, unchanged.
61
Properties=species:S:1:pos:R:3 method="wB97M-V/def2-TZVPD" e_homo_ev="-0.237 / -0.229" charge=-2 gap_ev="4.25 / 4.24" e_above_lowest_kj_mol=34.25
Ti -0.266 -2.517 0.166
O 0.088 -5.446 -2.716
C -0.280 -4.652 -1.854
O 0.466 -3.716 -1.319
C -1.656 -4.566 -1.325
C -2.760 -5.264 -1.735
C -4.044 -4.879 -1.318
C -4.162 -3.679 -0.616
C -3.039 -2.988 -0.218
N -1.772 -3.508 -0.440
C -2.968 -1.561 0.145
O -3.930 -0.810 0.260
O -1.705 -1.154 0.211
H -2.605 -6.087 -2.423
H -4.920 -5.433 -1.626
H -5.127 -3.228 -0.417
C 3.871 1.212 1.879
C 2.397 1.091 2.140
C 1.601 2.177 2.482
C 0.250 1.988 2.714
C -0.264 0.706 2.560
Br -2.097 0.434 2.957
N 0.450 -0.330 2.171
C 1.761 -0.135 2.006
H 4.342 1.898 2.586
H 4.057 1.595 0.872
H 4.349 0.236 1.969
H 2.036 3.167 2.579
H -0.399 2.798 3.014
H 2.339 -1.017 1.754
Se -0.594 -3.795 2.493
Se -0.182 -2.726 4.442
Te 3.386 -3.350 2.990
Se 1.651 -4.179 1.390
C -0.239 4.915 0.319
C -0.304 4.566 -1.163
N -0.057 3.150 -1.420
C -1.227 2.342 -1.775
C -2.212 2.168 -0.629
C 1.232 2.739 -1.310
O 2.140 3.547 -1.124
C 1.573 1.279 -1.354
C 2.825 0.908 -1.837
C 3.205 -0.420 -1.795
C 2.332 -1.351 -1.251
N 1.152 -0.988 -0.753
C 0.776 0.291 -0.803
H -0.429 5.980 0.467
H 0.752 4.684 0.708
H -0.975 4.346 0.886
H 0.434 5.153 -1.711
H -1.292 4.795 -1.567
H -0.888 1.382 -2.157
H -1.717 2.850 -2.613
H -1.713 1.819 0.275
H -2.975 1.426 -0.856
H -2.702 3.116 -0.392
H 3.484 1.677 -2.219
H 4.169 -0.742 -2.163
H 2.561 -2.409 -1.192
H -0.181 0.496 -0.344